Below is a molecular structure, C28H30NOPr at a distorted geometry, with properties calculated with the ωB97M-V functional and the def2-TZVPD basis.

Last column: Löwdin spin population.
Element x y z (Å)
C1 3.110356 -0.249994 3.009276  0.00
C2 3.145922 -0.952341 1.758611  -0.01
C3 2.782363 -0.043746 0.697843  0.00
H1 3.530020 -1.955765 1.648124  0.00
C4 2.534648 1.221791 1.292589  -0.01
C5 2.742946 1.100104 2.718572  0.00
H2 2.312406 2.134888 0.742546  0.00
C6 -1.117102 -2.442905 2.551179  0.00
C7 0.049384 -2.982755 1.927696  0.00
C8 0.000668 -2.649038 0.512663  -0.01
H3 0.797670 -3.623219 2.408982  0.00
C9 -1.186085 -1.868134 0.256072  0.00
C10 -1.874462 -1.748865 1.528125  0.00
H4 2.771093 -0.248889 -0.381722  0.00
H5 2.770268 1.898819 3.460589  0.00
H6 3.412314 -0.629758 3.992983  0.00
H7 -2.889992 -1.356516 1.688286  0.00
H8 0.653786 -3.052896 -0.271577  0.00
H9 -1.402220 -2.604878 3.612905  0.00
Pr1 0.569495 -0.418816 2.308328  2.04
C11 -1.868316 -1.747195 -1.122787  0.00
C12 -3.206999 -2.563338 -0.961966  0.00
C13 -1.108681 -2.490449 -2.235840  0.00
H10 -2.964565 -3.618101 -0.707894  0.00
H11 -3.799507 -2.569914 -1.893233  0.00
H12 -3.849976 -2.176981 -0.147500  0.00
H13 -0.940556 -3.550750 -1.971750  0.00
H14 -0.135455 -2.012493 -2.420696  0.00
H15 -1.708124 -2.455732 -3.168170  0.00
C14 -2.163036 -0.295943 -1.650924  0.00
C15 -1.037705 0.515593 -2.345462  0.00
H16 -2.546323 0.285686 -0.803245  0.00
H17 -3.044929 -0.362650 -2.326921  0.00
O1 0.025975 0.764013 -1.777377  0.00
N1 -1.115720 1.078515 -3.626037  0.00
C16 -0.123374 2.187230 -3.592773  0.00
H18 -2.020620 1.258875 -4.073943  0.00
C17 1.281410 1.577452 -3.515880  0.00
C18 2.358248 2.195681 -2.854360  0.00
H19 2.143378 3.043283 -2.191676  0.00
C19 3.650833 1.662377 -2.960276  0.00
H20 4.483097 2.157292 -2.447522  0.00
C20 3.878045 0.488821 -3.684463  0.00
H21 4.882656 0.101968 -3.799904  0.00
C21 2.801984 -0.174771 -4.270750  0.00
H22 2.934643 -1.129125 -4.783739  0.00
C22 1.514853 0.364152 -4.176408  0.00
H23 0.643143 -0.186789 -4.537155  0.00
H24 -0.260514 2.814105 -2.689130  0.00
H25 -0.264505 2.820565 -4.470253  0.00
C23 -2.635528 2.538484 4.960334  0.00
C24 -1.542653 1.768953 5.372259  0.00
C25 -0.682163 1.165571 4.417670  0.00
C26 -0.986495 1.367852 3.077656  -0.01
C27 -2.035378 2.128615 2.623586  0.00
C28 -2.870329 2.721228 3.593680  0.00
H26 -3.302715 2.991267 5.692903  0.00
H27 -1.352974 1.629966 6.435430  0.00
H28 0.186983 0.580339 4.759945  0.00
H29 -2.216842 2.271907 1.553137  0.00
H30 -3.714726 3.327367 3.259344  0.00

Atoms 1-2, force components in eV/Å:
C 0.4330 0.4040 -0.9850
C 0.3191 0.8535 0.0333

LUMO energy (alpha / beta)   0.005 / 0.006 hartree
Expectation value of S²   2.004
HOMO-LUMO gap (alpha / beta)   7.7 / 7.8 eV
Energy   -1731.89035 Eh
E_HOMO (alpha / beta)   -7.6 / -7.6 eV
2S+1   3



Below is a molecular structure, C28H31AuNOPS5, with properties calculated with the ωB97M-V functional and the def2-TZVPD basis.

Last column: natural (NBO) charge in e.
Element x y z (Å)
Au1 0.723732 -0.160922 -0.780461  0.77
O1 2.698591 -1.799930 0.334658  -0.48
C1 2.126537 -0.812574 0.638177  0.49
C2 2.252569 -0.049462 1.904994  -0.21
C3 3.169354 -0.481548 2.857918  -0.13
C4 3.301476 0.250404 4.027877  -0.17
C5 2.533711 1.389301 4.236948  -0.17
C6 1.620572 1.815733 3.282412  -0.12
C7 1.473426 1.083506 2.110225  -0.38
P1 0.378726 1.557985 0.766373  1.10
C8 0.882095 3.143839 0.108602  -0.44
C9 1.973927 3.225803 -0.755640  -0.19
C10 2.417842 4.460815 -1.194697  -0.18
C11 1.772676 5.616321 -0.771334  -0.15
C12 0.686324 5.540169 0.089373  -0.19
C13 0.238372 4.306873 0.535310  -0.17
C14 -1.310088 1.695085 1.336247  -0.35
C15 -2.259743 2.251479 0.475171  -0.23
C16 -3.584641 2.323695 0.870533  -0.19
C17 -3.962012 1.850122 2.121892  -0.16
C18 -3.018986 1.301484 2.979514  -0.20
C19 -1.692387 1.215140 2.587859  -0.19
H1 3.768302 -1.362737 2.674765  0.25
H2 4.013475 -0.063571 4.778978  0.25
H3 2.653965 1.953868 5.151921  0.25
H4 1.034688 2.711343 3.448799  0.23
H5 2.479077 2.320735 -1.076022  0.21
H6 3.265820 4.529063 -1.862466  0.24
H7 2.117452 6.581770 -1.116518  0.24
H8 0.187283 6.442678 0.414727  0.24
H9 -0.612392 4.251712 1.203480  0.23
H10 -1.959360 2.653377 -0.486694  0.23
H11 -4.321305 2.764769 0.212597  0.24
H12 -4.996212 1.919714 2.431745  0.24
H13 -3.318114 0.943675 3.955123  0.24
H14 -0.961776 0.773246 3.252506  0.23
C20 -0.132381 -3.133962 -2.781828  -0.56
C21 1.278952 -2.762034 -3.205080  -0.54
S1 1.968260 -1.179755 -2.626211  0.31
C22 1.637749 0.068314 -3.889975  -0.55
C23 0.207135 0.509156 -4.110300  -0.55
S2 -0.703883 0.896895 -2.577715  0.24
C24 -2.304028 0.078447 -2.844668  -0.52
C25 -2.401801 -1.425220 -2.670500  -0.57
S3 -1.464690 -2.464358 -3.815583  0.22
H15 -0.315038 -2.875172 -1.737101  0.23
H16 -0.207220 -4.220547 -2.852323  0.25
H17 1.395188 -2.774693 -4.289899  0.25
H18 1.986825 -3.486139 -2.797821  0.26
H19 2.058788 -0.292402 -4.829846  0.27
H20 2.262467 0.902587 -3.565808  0.25
H21 -0.359720 -0.258936 -4.627381  0.27
H22 0.205670 1.418622 -4.711348  0.26
H23 -2.631504 0.399537 -3.835041  0.25
H24 -2.960601 0.566543 -2.120064  0.25
H25 -3.453666 -1.687968 -2.795485  0.25
H26 -2.123344 -1.707281 -1.657761  0.25
S4 -1.170075 -1.737312 0.795151  -0.28
C26 -0.859204 -3.356433 1.139419  -0.03
N1 -1.744110 -4.167482 1.693500  -0.55
C27 -1.405273 -5.588721 1.772657  -0.23
C28 0.116666 -5.638764 1.788906  -0.53
S5 0.651007 -4.170188 0.846251  0.34
H27 -2.679558 -3.829104 1.868812  0.43
H28 -1.814689 -6.106853 0.902883  0.22
H29 -1.830235 -6.024974 2.673931  0.24
H30 0.502905 -6.537999 1.317950  0.26
H31 0.516430 -5.556766 2.797388  0.24

Atoms 1-2, force components in eV/Å:
Au -0.0426 0.3953 -0.0695
O 0.0599 0.1054 0.0916

LUMO energy   -0.230 hartree
HOMO-LUMO gap   7.6 eV
Energy   -3683.08906 Eh
E_HOMO   -13.8 eV
Total charge   +2



Below is a molecular structure, C28H31BCsN9O6, with properties calculated with the ωB97M-V functional and the def2-TZVPD basis.

Last column: Löwdin charge in e.
Element x y z (Å)
Cs1 -1.276229 -0.629309 -0.195436  1.09
C1 -4.795291 1.885740 -1.631827  -0.09
C2 -3.425199 2.181348 -1.748929  -0.20
N1 -2.885722 2.444493 -0.566295  0.04
N2 -3.883279 2.328479 0.332210  -0.06
C3 -5.039260 2.001573 -0.281101  -0.13
B1 -3.659614 2.501704 1.862407  -0.55
N3 -3.482805 1.104338 2.513234  -0.06
C4 -3.770431 -0.118971 2.015771  -0.18
C5 -3.485731 -1.056206 2.984152  -0.09
C6 -3.046965 -0.282804 4.071676  -0.19
N4 -3.053694 1.012469 3.785214  0.06
N5 -2.406068 3.354608 2.128930  -0.06
C7 -2.398714 4.651683 2.484407  -0.12
C8 -1.087658 5.067473 2.576856  -0.10
C9 -0.355698 3.908943 2.255894  -0.19
N6 -1.152634 2.886416 1.988430  0.08
H1 -5.490478 1.611705 -2.407098  0.08
H2 -2.807078 2.208215 -2.633662  0.09
H3 -5.944171 1.864083 0.288935  0.11
H4 -4.623322 3.079410 2.326503  0.10
H5 -4.130762 -0.253427 1.008397  0.10
H6 -3.545950 -2.127149 2.887656  0.09
H7 -2.713771 -0.613105 5.044582  0.08
H8 -3.323701 5.179137 2.649218  0.10
H9 -0.719911 6.044016 2.845382  0.07
H10 0.716329 3.782622 2.214093  0.07
O1 -3.416778 -4.453825 -1.543109  -0.04
C10 -2.514758 -3.611432 -1.434397  -0.68
O2 -2.467035 -2.465201 -2.006269  -0.27
C11 -1.301840 -3.954287 -0.535337  -0.68
O3 -0.453333 -4.748054 -0.984585  -0.05
O4 -1.245710 -3.371091 0.599400  -0.26
O5 4.976985 3.895242 -2.478516  -0.07
C12 4.544252 3.848470 -1.124691  -0.21
C13 3.471102 2.809797 -0.948408  -0.19
C14 2.883763 2.639753 0.295963  -0.02
C15 1.884016 1.690520 0.434462  -0.12
N7 1.465456 0.924658 -0.564079  0.08
C16 2.037472 1.070566 -1.758739  -0.20
C17 3.038044 2.009684 -1.993183  0.03
C18 1.567306 0.162364 -2.864569  -0.21
C19 2.412260 -0.199795 -3.902780  0.01
C20 1.953185 -1.079748 -4.881719  -0.21
C21 2.854019 -1.454405 -6.024201  -0.21
O6 3.069171 -0.365220 -6.927024  -0.07
C22 0.669848 -1.580027 -4.755387  0.01
C23 -0.108309 -1.182273 -3.671202  -0.09
N8 0.324491 -0.313783 -2.763760  0.05
H11 5.641373 4.584689 -2.554260  0.08
H12 4.146852 4.820679 -0.813047  0.13
H13 5.383119 3.602243 -0.463590  0.12
H14 3.186713 3.242151 1.144348  0.11
H15 1.388771 1.539463 1.387213  0.10
H16 3.461904 2.142157 -2.977574  0.11
H17 3.436529 0.155060 -3.923660  0.12
H18 2.410545 -2.262072 -6.606114  0.11
H19 3.817764 -1.801081 -5.635725  0.12
H20 2.953661 0.450875 -6.429128  0.07
H21 0.276354 -2.293689 -5.467952  0.12
H22 -1.094311 -1.611460 -3.490578  0.09
C24 1.624065 -4.413416 1.783378  -0.04
C25 1.446429 -3.601947 3.074458  -0.58
C26 -0.019543 -3.624693 3.523529  -0.04
C27 2.355268 -4.150669 4.186532  -0.07
C28 1.871728 -2.199018 2.853868  -0.18
N9 2.274819 -1.125846 2.761217  0.16
H23 1.538727 -5.476329 2.023735  0.09
H24 2.607943 -4.238910 1.341829  0.08
H25 0.839428 -4.182501 1.056937  0.06
H26 -0.289472 -4.657906 3.755498  0.09
H27 -0.667432 -3.290712 2.713111  0.06
H28 -0.168667 -3.010534 4.414788  0.08
H29 2.060854 -5.180308 4.397545  0.08
H30 2.259253 -3.562967 5.101418  0.08
H31 3.401521 -4.142656 3.874754  0.08

Atoms 1-2, force components in eV/Å:
Cs -0.1658 0.2718 0.4310
C 0.0273 0.0244 -0.0599

LUMO energy   0.120 hartree
HOMO-LUMO gap   4.7 eV
Energy   -2075.00088 Eh
E_HOMO   -1.4 eV
Total charge   -2